(1)
{
  "formula": "C5H7NO",
  "method": "ωB97M-V/def2-TZVPD",
  "total_charge": 0,
  "gap_ev": [10.09, 10.09],
  "e_tot_ha": -324.595222,
  "lumo_energy_ha": [-0.0144, -0.0144],
  "de_lowest_ev": 3.517,
  "symbols": ["C", "C", "C", "N", "C", "O", "C", "H", "H", "H", "H", "H", "H", "H"],
  "coordinates": [[-1.734, -0.380, 0.519], [-0.542, -0.005, -0.361], [-0.498, 1.414, -0.711], [-0.334, 2.534, -0.949], [0.759, -0.286, 0.398], [1.137, -1.591, 0.301], [1.987, -0.078, -0.332], [-1.714, 0.197, 1.448], [-2.680, -0.187, 0.010], [-1.674, -1.444, 0.767], [-0.573, -0.596, -1.289], [2.950, -0.274, 0.116], [0.775, 0.234, 1.348], [2.012, 0.538, -1.258]],
  "atomic_forces_ev_per_a": [[-0.132, 0.017, 0.073], [-0.103, 0.182, 0.038], [0.002, 1.197, -0.281], [-0.229, -1.002, 0.191], [-0.195, 1.170, 0.494], [1.528, 0.885, -1.741], [-0.057, -0.916, 0.052], [-0.038, -0.066, -0.122], [0.080, -0.037, 0.052], [-0.003, 0.164, -0.063], [0.226, 0.154, 0.243], [-0.233, 0.275, 0.417], [-0.493, -0.346, 0.810], [-0.354, -1.677, -0.162]],
  "lowdin_charge": [-0.046, -0.316, -0.204, 0.163, -0.538, -0.012, 0.166, 0.090, 0.085, 0.091, 0.160, 0.094, 0.150, 0.118]
}

(2)
{
  "formula": "C5H7NO",
  "method": "ωB97M-V/def2-TZVPD",
  "smiles": "C[C@H]1C=CNC1=O",
  "total_charge": 0,
  "gap_ev": 9.66,
  "e_tot_ha": -324.719331,
  "lumo_energy_ha": 0.0345,
  "de_lowest_ev": 0.140,
  "symbols": ["C", "C", "C", "C", "N", "C", "O", "H", "H", "H", "H", "H", "H", "H"],
  "coordinates": [[0.786, -0.472, -1.630], [-0.207, -0.337, -0.483], [0.088, -0.967, 0.858], [-0.261, -0.105, 1.816], [-0.720, 1.107, 1.266], [-0.489, 1.120, -0.098], [-0.506, 2.096, -0.815], [0.764, -1.482, -2.051], [1.809, -0.251, -1.309], [0.515, 0.238, -2.417], [-1.183, -0.721, -0.827], [0.468, -1.968, 1.016], [-0.246, -0.226, 2.892], [-0.818, 1.968, 1.782]],
  "atomic_forces_ev_per_a": [[0.056, -0.004, -0.034], [0.009, 0.043, -0.042], [-0.065, 0.047, 0.121], [0.080, -0.138, -0.064], [0.101, 0.130, -0.034], [-0.059, 0.155, -0.156], [-0.120, -0.327, 0.222], [0.033, 0.141, 0.097], [-0.135, -0.009, 0.003], [0.062, -0.120, 0.100], [0.090, 0.068, 0.030], [-0.131, 0.117, -0.036], [0.028, -0.010, -0.171], [0.051, -0.093, -0.036]],
  "lowdin_charge": [-0.054, -0.279, -0.058, -0.106, 0.090, -0.441, 0.078, 0.078, 0.085, 0.080, 0.160, 0.104, 0.115, 0.148]
}

(3)
{
  "formula": "C5H7NO",
  "method": "ωB97M-V/def2-TZVPD",
  "smiles": "O=C1CC=CCN1",
  "total_charge": 0,
  "gap_ev": 10.40,
  "e_tot_ha": -324.718865,
  "lumo_energy_ha": 0.0311,
  "de_lowest_ev": 0.152,
  "symbols": ["O", "C", "C", "C", "C", "C", "N", "H", "H", "H", "H", "H", "H", "H"],
  "coordinates": [[1.481, 2.204, 0.305], [0.811, 1.201, 0.128], [1.473, -0.162, -0.036], [0.519, -1.313, 0.067], [-0.797, -1.159, 0.032], [-1.462, 0.155, -0.176], [-0.550, 1.242, 0.086], [2.242, -0.251, 0.738], [2.003, -0.182, -0.997], [0.950, -2.302, 0.156], [-1.491, -1.970, 0.158], [-2.320, 0.214, 0.501], [-1.872, 0.197, -1.203], [-0.973, 2.138, 0.239]],
  "atomic_forces_ev_per_a": [[-0.192, -0.156, -0.014], [0.239, 0.087, -0.007], [-0.228, -0.008, 0.003], [-0.273, -0.094, -0.097], [0.173, 0.012, -0.082], [0.016, -0.219, 0.019], [-0.079, 0.074, -0.033], [-0.050, 0.167, -0.113], [-0.066, 0.104, 0.117], [-0.028, -0.039, 0.142], [0.050, -0.507, -0.113], [0.080, 0.184, -0.032], [0.129, 0.060, 0.233], [0.228, 0.335, -0.022]],
  "lowdin_charge": [0.042, -0.484, -0.091, -0.094, -0.099, -0.191, 0.075, 0.124, 0.129, 0.102, 0.099, 0.120, 0.125, 0.141]
}

(4)
{
  "formula": "C5H7NO",
  "method": "ωB97M-V/def2-TZVPD",
  "total_charge": 0,
  "gap_ev": 8.64,
  "e_tot_ha": -324.478208,
  "lumo_energy_ha": 0.0349,
  "de_lowest_ev": 6.701,
  "symbols": ["C", "N", "C", "C", "C", "C", "O", "H", "H", "H", "H", "H", "H", "H"],
  "coordinates": [[1.520, -0.587, 0.826], [0.555, -1.688, 0.660], [0.156, -0.321, 0.344], [-0.905, 0.561, 0.997], [-0.614, 1.374, -1.317], [-0.298, -0.027, -1.046], [-1.606, 0.546, -0.665], [1.752, -0.237, 1.832], [2.371, -0.616, 0.149], [0.165, -1.959, 1.561], [-1.661, -0.078, 1.482], [-0.186, 2.141, -0.677], [-0.948, 1.663, -2.308], [-0.301, -0.772, -1.839]],
  "atomic_forces_ev_per_a": [[0.232, 0.194, 0.010], [-0.208, -0.187, 0.164], [0.053, 0.221, -0.084], [-0.029, -0.256, 0.108], [0.038, 0.170, -0.155], [0.179, -0.161, -0.051], [-0.167, 0.239, 0.156], [-0.052, -0.081, -0.143], [-0.141, 0.006, 0.090], [0.064, 0.018, -0.117], [0.107, -0.031, -0.080], [-0.186, -0.122, -0.052], [0.166, -0.083, -0.020], [-0.056, 0.073, 0.174]],
  "lowdin_charge": [-0.106, 0.052, -0.514, 0.114, -0.057, -0.140, -0.087, 0.108, 0.100, 0.092, 0.038, 0.121, 0.123, 0.157]
}

(5)
{
  "formula": "C5H7NO",
  "method": "ωB97M-V/def2-TZVPD",
  "smiles": "C=C=CC=O.C=N",
  "total_charge": 0,
  "gap_ev": 10.28,
  "e_tot_ha": -324.609853,
  "lumo_energy_ha": 0.0229,
  "de_lowest_ev": 3.119,
  "symbols": ["C", "C", "C", "C", "O", "H", "H", "H", "H", "C", "N", "H", "H", "H"],
  "coordinates": [[0.250, 2.404, 0.239], [-0.437, 1.412, -0.249], [-1.113, 0.392, -0.723], [-0.427, -0.776, -1.333], [0.767, -0.846, -1.523], [0.583, 2.400, 1.274], [0.515, 3.260, -0.373], [-2.198, 0.369, -0.652], [-1.102, -1.600, -1.633], [0.920, -1.737, 1.445], [-0.313, -1.979, 1.278], [1.480, -1.299, 0.614], [1.474, -1.936, 2.370], [-0.724, -2.384, 2.122]],
  "atomic_forces_ev_per_a": [[-0.105, -0.160, -0.097], [0.020, 0.082, 0.065], [0.108, 0.195, 0.077], [0.247, -0.015, -0.083], [-0.417, 0.020, 0.041], [-0.063, -0.052, -0.122], [-0.051, -0.110, 0.026], [0.145, 0.006, -0.003], [0.108, 0.083, 0.047], [-0.084, 0.006, -0.100], [0.265, -0.029, 0.231], [-0.057, -0.058, 0.112], [-0.144, 0.002, -0.091], [0.030, 0.031, -0.103]],
  "lowdin_charge": [0.029, -0.086, -0.081, -0.312, 0.011, 0.066, 0.066, 0.105, 0.114, -0.113, 0.039, 0.050, 0.067, 0.046]
}

(6)
{
  "formula": "C5H7NO",
  "method": "ωB97M-V/def2-TZVPD",
  "smiles": "CC(=O)[C@@H](C)C#N",
  "total_charge": 0,
  "gap_ev": 10.72,
  "e_tot_ha": -324.688175,
  "lumo_energy_ha": 0.0205,
  "de_lowest_ev": 0.988,
  "symbols": ["C", "C", "O", "C", "C", "C", "N", "H", "H", "H", "H", "H", "H", "H"],
  "coordinates": [[-1.076, -1.650, 0.346], [-0.531, -0.260, 0.614], [-0.652, 0.320, 1.663], [0.345, 0.372, -0.549], [0.481, 1.897, -0.472], [1.503, -0.414, -0.100], [2.110, -1.178, 0.530], [-2.166, -1.557, 0.350], [-0.804, -2.378, 1.118], [-0.738, -2.037, -0.618], [0.029, 0.039, -1.550], [0.456, 2.185, 0.580], [1.401, 2.284, -0.922], [-0.357, 2.377, -0.990]],
  "atomic_forces_ev_per_a": [[-0.068, 0.017, -0.067], [-0.413, 0.306, 0.192], [-0.159, -0.199, -0.671], [-0.099, -0.066, 0.273], [-0.010, -0.039, 0.123], [0.918, -0.885, 0.659], [-0.145, 0.931, -1.068], [0.033, -0.090, -0.086], [0.030, 0.419, -0.015], [-0.128, 0.079, 0.095], [0.062, -0.043, 0.437], [0.020, 0.071, -0.101], [-0.117, -0.314, 0.065], [0.074, -0.188, 0.164]],
  "lowdin_charge": [-0.011, -0.430, 0.101, -0.261, -0.049, -0.201, 0.188, 0.091, 0.096, 0.081, 0.145, 0.081, 0.084, 0.085]
}

(7)
{
  "formula": "C5H7NO",
  "method": "ωB97M-V/def2-TZVPD",
  "smiles": "C1=N[C@H]2C[C@H]2CO1",
  "total_charge": 0,
  "gap_ev": 10.62,
  "e_tot_ha": -324.649202,
  "lumo_energy_ha": 0.0385,
  "de_lowest_ev": 2.048,
  "symbols": ["C", "N", "C", "C", "C", "C", "O", "H", "H", "H", "H", "H", "H", "H"],
  "coordinates": [[-1.255, -0.195, -1.210], [-0.276, 0.546, -1.515], [0.675, 0.867, -0.491], [0.291, 1.210, 0.923], [0.791, -0.170, 0.646], [-0.188, -1.279, 0.347], [-1.469, -0.721, 0.039], [-1.932, -0.602, -1.956], [1.538, 1.388, -0.898], [-0.745, 1.386, 1.180], [1.007, 1.867, 1.408], [1.745, -0.490, 1.062], [-0.308, -2.083, 1.073], [0.125, -1.723, -0.607]],
  "atomic_forces_ev_per_a": [[-0.059, 0.388, -0.292], [-0.375, -0.113, 0.167], [0.224, -0.064, -0.017], [-0.128, 0.123, 0.160], [0.107, -0.102, -0.193], [0.301, -0.176, -0.017], [0.004, -0.185, -0.281], [-0.202, 0.462, -0.034], [-0.050, -0.281, 0.204], [0.047, -0.079, -0.055], [-0.180, -0.061, 0.027], [-0.075, 0.199, -0.295], [-0.004, 0.400, 0.277], [0.388, -0.511, 0.346]],
  "lowdin_charge": [-0.237, 0.103, -0.253, -0.063, -0.188, -0.164, -0.069, 0.132, 0.129, 0.111, 0.106, 0.136, 0.131, 0.125]
}

(8)
{
  "formula": "C5H7NO",
  "method": "ωB97M-V/def2-TZVPD",
  "smiles": "C=C=C1[C@H]2N[C@@H]12.O",
  "total_charge": 0,
  "gap_ev": 10.15,
  "e_tot_ha": -324.537692,
  "lumo_energy_ha": 0.0315,
  "de_lowest_ev": 5.082,
  "symbols": ["C", "C", "C", "C", "N", "C", "H", "H", "H", "H", "H", "O", "H", "H"],
  "coordinates": [[-1.722, 1.027, -1.260], [-0.792, 0.196, -0.865], [0.136, -0.592, -0.423], [1.021, -0.955, 0.693], [1.077, -2.398, 0.497], [1.238, -1.525, -0.656], [-2.772, 0.741, -1.263], [-1.478, 2.033, -1.595], [1.693, -0.383, 1.317], [0.139, -2.797, 0.513], [2.112, -1.492, -1.289], [-0.948, 1.171, 2.119], [-1.467, 1.316, 1.317], [-0.717, 0.236, 2.057]],
  "atomic_forces_ev_per_a": [[0.074, -0.074, 0.029], [0.021, -0.045, 0.019], [-0.176, 0.213, -0.098], [0.132, 0.215, 0.212], [-0.160, -0.198, 0.035], [0.156, 0.002, -0.329], [0.139, -0.002, -0.022], [0.003, -0.156, 0.018], [-0.126, -0.077, -0.112], [0.111, 0.039, -0.001], [-0.150, 0.010, 0.095], [-0.101, -0.173, 0.003], [0.088, 0.074, 0.057], [-0.009, 0.170, 0.093]],
  "lowdin_charge": [0.000, -0.065, -0.154, -0.169, 0.067, -0.145, 0.064, 0.066, 0.141, 0.095, 0.135, -0.060, 0.008, 0.016]
}